Here is a cluster of 3 separate species, C25H31BrF8N2O4S in total from the Open Molecules 2025 dataset. Energies are from ωB97M-V/def2-TZVPD.

## Properties
Kohn-Sham gap in eV: 7.04
Structure (SMILES): COCCCc1nc2cc(Br)c(S)cc2nc1CCOCC(F)(F)C(F)(F)C(F)(F)C(F)F.CC(C)=O.CC(C)=O

The geometry in ORCA input format:
```
! RIJCOSX wB97M-V def2-TZVPD def2/J DEFGRID3
* xyz 0 1
C -4.124 4.345 -2.450
O -3.179 4.556 -3.561
C -1.844 3.982 -3.255
C -1.304 3.232 -4.610
C -1.193 1.578 -4.463
C -2.562 1.035 -3.676
N -3.864 1.597 -4.176
C -5.065 1.087 -3.435
C -6.550 1.656 -3.906
C -7.962 1.229 -3.159
Br -9.663 2.026 -3.848
C -7.831 0.171 -1.900
S -9.451 -0.308 -1.027
C -6.344 -0.419 -1.452
C -4.919 0.037 -2.201
N -3.663 -0.564 -1.637
C -2.515 -0.032 -2.448
C -1.003 -0.614 -2.030
C -0.223 0.332 -0.939
O 0.516 -0.609 -0.034
C 1.528 0.113 0.754
C 2.435 -1.069 1.514
F 2.452 -2.217 0.538
F 3.843 -0.667 1.742
C 1.685 -1.664 2.868
F 1.865 -3.162 2.896
F 0.200 -1.429 2.836
C 2.334 -1.082 4.257
F 2.593 0.395 4.184
F 3.592 -1.856 4.549
C 1.352 -1.298 5.579
F 0.593 -2.570 5.543
F 2.237 -1.349 6.781
H -3.964 3.286 -1.931
H -5.264 4.351 -2.784
H -4.015 5.233 -1.673
H -1.139 4.922 -3.046
H -1.811 3.335 -2.280
H -0.262 3.712 -4.905
H -2.063 3.526 -5.479
H -1.292 1.152 -5.570
H -0.198 1.230 -3.956
H -6.602 2.395 -4.811
H -9.848 0.922 -0.415
H -6.367 -1.196 -0.549
H -1.182 -1.661 -1.522
H -0.310 -0.795 -2.956
H -0.917 1.060 -0.334
H 0.544 1.032 -1.526
H 1.033 0.785 1.585
H 2.251 0.786 0.125
H 0.639 -0.350 5.675
C 5.561 0.483 -3.614
C 4.751 1.022 -2.465
C 4.947 0.382 -1.117
O 3.959 1.950 -2.622
H 5.316 1.040 -4.524
H 6.627 0.604 -3.406
H 5.322 -0.571 -3.774
H 5.986 0.498 -0.798
H 4.681 -0.677 -1.166
H 4.298 0.872 -0.384
C 3.358 -4.046 7.160
C 4.529 -4.906 7.556
C 5.716 -4.931 6.631
O 4.516 -5.562 8.596
H 2.575 -4.126 7.921
H 3.672 -3.001 7.089
H 2.953 -4.388 6.204
H 6.134 -3.926 6.536
H 5.415 -5.312 5.652
H 6.484 -5.593 7.044
*
```

---

Here is an isolated molecule of C2H5N3O from the Open Molecules 2025 dataset. Energies are from ωB97M-V/def2-TZVPD.

## Properties
Kohn-Sham gap in eV: 9.83
Structure (SMILES): O[C@H]1CN=NN1

The geometry in ORCA input format:
```
! RIJCOSX wB97M-V def2-TZVPD def2/J DEFGRID3
* xyz 0 1
O -1.522 0.640 -0.581
C -0.637 0.217 0.354
C 0.057 -1.099 0.141
N 1.337 -0.722 -0.408
N 1.567 0.488 -0.358
N 0.776 1.216 0.366
H -1.216 0.396 -1.551
H -1.045 0.356 1.319
H 0.374 -1.802 1.105
H -0.393 -1.851 -0.565
H 0.702 2.161 0.180
*
```

---

Here is a cluster of 2 separate species, C2H10N4 in total from the Open Molecules 2025 dataset. Energies are from ωB97M-V/def2-TZVPD.

## Properties
Kohn-Sham gap in eV: 10.07
Structure (SMILES): [H]/N=C/N.NCN

The geometry in ORCA input format:
```
! RIJCOSX wB97M-V def2-TZVPD def2/J DEFGRID3
* xyz 0 1
H -3.462 1.119 0.620
N -3.126 0.164 0.718
C -2.066 0.255 1.428
N -1.213 -0.800 1.627
H -1.956 1.088 2.128
H -1.328 -1.663 1.118
H -0.260 -0.600 1.852
N 1.742 1.309 -1.292
C 1.729 -0.122 -1.663
N 2.253 -0.950 -0.529
H 2.320 1.789 -1.977
H 0.865 1.772 -1.514
H 2.326 -0.287 -2.561
H 0.691 -0.458 -1.774
H 1.930 -0.290 0.179
H 3.262 -0.830 -0.538
*
```

---

Here is a structure of composition C20H14BCl2F2N2OOsS3 from the Open Molecules 2025 dataset. Energies are from ωB97M-V/def2-TZVPD.

## Properties
Kohn-Sham gap (spin up / spin down) in eV: 6.25 / 5.01

The geometry in ORCA input format:
```
! RIJCOSX wB97M-V def2-TZVPD def2/J DEFGRID3
* xyz 1 5
Os 0.357 -0.690 -0.037
Cl -1.173 -2.120 0.838
C -0.360 -3.587 1.278
C -1.049 -4.560 1.980
C -0.405 -5.748 2.297
C 0.911 -5.957 1.920
C 1.596 -4.975 1.222
Cl 3.221 -5.233 0.743
C 0.970 -3.763 0.885
S 1.852 -2.558 -0.005
H -2.074 -4.392 2.267
H -0.937 -6.520 2.831
H 1.414 -6.882 2.157
C 1.943 1.298 3.990
C 1.105 0.631 3.095
N 1.389 0.503 1.817
C 2.527 1.035 1.328
C 3.466 1.674 2.171
C 3.136 1.804 3.530
C 4.698 2.129 1.622
C 4.962 1.985 0.301
C 3.999 1.432 -0.594
C 4.211 1.355 -1.981
C 3.191 0.896 -2.784
C 1.998 0.471 -2.206
N 1.799 0.454 -0.892
C 2.770 0.959 -0.084
H 1.653 1.387 5.024
H 0.174 0.185 3.421
H 3.813 2.312 4.198
H 5.423 2.575 2.284
H 5.910 2.298 -0.110
H 5.160 1.664 -2.396
H 3.303 0.866 -3.856
H 1.180 0.128 -2.833
F -1.833 0.484 -1.322
B -1.238 0.874 -0.165
F -0.551 2.036 -0.290
C -3.831 1.968 3.687
O -3.819 2.756 2.508
C -3.206 2.369 1.418
S -3.295 3.348 0.094
S -2.360 0.826 1.434
H -4.439 2.520 4.402
H -2.818 1.836 4.076
H -4.277 0.988 3.499
*
```

---

Here is a cluster of 2 separate species, C4H8FNO in total from the Open Molecules 2025 dataset. Energies are from ωB97M-V/def2-TZVPD.

## Properties
Kohn-Sham gap in eV: 9.68
Structure (SMILES): [H]/N=C\F.C=C(C)O

The geometry in ORCA input format:
```
! RIJCOSX wB97M-V def2-TZVPD def2/J DEFGRID3
* xyz 0 1
H 2.403 -1.595 -0.335
N 1.939 -1.917 0.511
C 2.418 -1.549 1.582
F 3.502 -0.753 1.722
H 2.010 -1.829 2.545
C -0.900 0.987 0.676
C -1.476 0.861 -0.512
C -0.774 0.381 -1.747
O -2.786 1.156 -0.737
H -1.446 1.334 1.537
H 0.133 0.741 0.825
H 0.127 0.961 -1.924
H -1.443 0.483 -2.598
H -0.496 -0.665 -1.638
H -3.213 1.405 0.094
*
```

---

Here is an isolated molecule of CH4N2O2 from the Open Molecules 2025 dataset. Energies are from ωB97M-V/def2-TZVPD.

## Properties
Kohn-Sham gap in eV: 10.65
Structure (SMILES): NONC=O

The geometry in ORCA input format:
```
! RIJCOSX wB97M-V def2-TZVPD def2/J DEFGRID3
* xyz 0 1
N -1.530 0.634 0.384
O -0.536 0.339 -0.674
N 0.270 -0.679 -0.299
C 1.552 -0.296 0.123
O 1.746 0.861 0.398
H -1.617 1.646 0.308
H -2.306 0.088 0.233
H -0.113 -1.642 -0.701
H 2.535 -0.953 0.228
*
```

---

| no. | largest force on an atom (Eh/bohr) |
| --- | --- |
| 1 | 0.152 |
| 2 | 0.120 |
| 3 | 0.031 |
| 4 | 0.059 |
| 5 | 0.017 |
| 6 | 0.082 |